# 1
A structure of composition C40H34AsF2N4O10Se2Y. Source: the Open Molecules 2025 dataset; level of theory: the ωB97M-V functional and the def2-TZVPD basis.

As for the total charge: -2. For the lowest unoccupied orbital energy, the calculation gives 3.80 eV. Its HOMO energy is -2.93 eV. As for the HOMO-LUMO gap: 0.2474 hartree. As for the energy above the lowest of the compared OMol25 structures with the same formula, charge and spin: 11.82 kcal/mol.

Atoms and positions in Å:
1 Y 0.0271 -0.1792 0.2690
2 O -0.9157 6.0916 0.3653
3 C 0.3535 5.8948 0.0521
4 O 1.1202 6.8139 -0.1464
5 C 0.8073 4.4817 -0.0444
6 C 2.1082 4.1037 -0.3247
7 N 2.1364 2.7672 -0.3583
8 N 0.9392 2.2409 -0.1255
9 C 0.1172 3.2575 0.0678
10 C -1.3043 2.9073 0.3477
11 O -2.1076 3.8347 0.5725
12 O -1.5669 1.6755 0.3105
13 H -1.4037 5.2139 0.5103
14 H 2.9851 4.7102 -0.4809
15 H 2.9011 2.0546 -0.4545
16 O 2.5591 -2.6089 3.7618
17 C 3.0696 -1.8625 2.6463
18 C 3.3375 -0.4010 3.0075
19 C 4.4503 -0.4074 4.0628
20 O 4.8042 0.9025 4.5365
21 C 2.1100 0.2674 3.6553
22 Se 0.3015 -0.1808 3.0252
23 C 3.8673 0.4087 1.7953
24 Se 3.3005 -0.0818 -0.0391
25 H 1.6355 -2.3284 3.8477
26 H 2.3787 -1.9236 1.8120
27 H 4.0014 -2.3360 2.3307
28 H 5.3301 -0.9050 3.6355
29 H 4.1316 -0.9714 4.9353
30 H 4.9509 1.4515 3.7595
31 H 2.2012 1.3484 3.5975
32 H 2.0813 0.0118 4.7126
33 H 4.9583 0.3468 1.7728
34 H 3.6012 1.4589 1.9373
35 F 1.7472 -6.4486 -0.4190
36 C 1.3819 -5.1316 -0.3462
37 C 1.9696 -4.2286 -1.2056
38 C 1.5856 -2.8914 -1.1028
39 C 0.6244 -2.4100 -0.1958
40 C 0.0872 -3.3970 0.6476
41 C 0.4503 -4.7463 0.5888
42 H 2.7242 -4.5637 -1.9103
43 H 2.0918 -2.1942 -1.7647
44 H -0.6571 -3.1188 1.3878
45 H 0.0236 -5.4860 1.2577
46 C 1.5577 -0.3433 -7.2352
47 C 0.7815 0.7442 -6.8583
48 C 0.3021 0.8520 -5.5552
49 C 0.6016 -0.1359 -4.6297
50 C 1.3939 -1.2200 -5.0013
51 C 1.8651 -1.3274 -6.3016
52 As -0.0693 -0.1230 -2.8096
53 C -1.4925 -1.4526 -3.0098
54 C -1.3528 -2.8321 -3.0341
55 C -2.4894 -3.6231 -3.1324
56 C -3.7503 -3.0345 -3.1735
57 C -3.8843 -1.6570 -3.1230
58 C -2.7510 -0.8565 -3.0510
59 C -2.7480 0.6216 -2.9656
60 C -3.8715 1.4436 -2.9354
61 C -3.7203 2.8205 -2.8584
62 C -2.4520 3.3963 -2.8215
63 C -1.3272 2.5828 -2.8379
64 C -1.4847 1.2049 -2.8967
65 H 1.9230 -0.4255 -8.2522
66 H 0.5388 1.5159 -7.5798
67 H -0.3123 1.6985 -5.2754
68 H 1.6398 -1.9884 -4.2767
69 H 2.4734 -2.1786 -6.5845
70 H -0.3798 -3.2956 -2.9371
71 H -2.3906 -4.7020 -3.1337
72 H -4.6365 -3.6573 -3.2087
73 H -4.8702 -1.2089 -3.1012
74 H -4.8639 1.0082 -2.9377
75 H -4.5990 3.4529 -2.8015
76 H -2.3430 4.4705 -2.7308
77 H -0.3399 3.0221 -2.7566
78 F -5.9432 3.4955 -0.3875
79 C -5.8900 2.6026 0.6179
80 C -4.8058 1.8525 0.8161
81 N -4.7202 0.9294 1.8368
82 C -3.5399 0.0600 1.9065
83 C -3.2947 -0.6372 0.5794
84 O -4.2319 -0.7800 -0.1990
85 O -2.0916 -1.0523 0.4026
86 C -5.7780 0.7060 2.6853
87 O -5.7933 -0.1218 3.5784
88 N -6.8713 1.5278 2.4559
89 C -7.0550 2.4830 1.4599
90 O -8.0986 3.1049 1.3670
91 H -3.9261 1.9519 0.1917
92 H -3.7498 -0.6978 2.6557
93 H -2.6689 0.6310 2.2145
94 H -7.6525 1.3756 3.0738

---

# 2
A structure of composition C40H34AsF5N10O10SW. Source: the Open Molecules 2025 dataset; level of theory: the ωB97M-V functional and the def2-TZVPD basis.

As for the total charge: 0. For the lowest unoccupied orbital energy (spin up / spin down), the calculation gives -0.98 / -0.98 eV. Its HOMO energy (spin up / spin down) is -7.30 / -7.30 eV. As for the HOMO-LUMO gap (spin up / spin down): 0.2321 / 0.2322 hartree. As for the energy above the lowest of the compared OMol25 structures with the same formula, charge and spin: 0.00 kcal/mol.

Atoms and positions in Å:
1 W -0.2621 1.7308 -0.5608
2 O -1.4335 2.9366 0.8688
3 As -2.8132 1.7404 0.5046
4 O -3.4966 1.2500 1.8933
5 O -0.0849 0.6099 0.7242
6 C -4.1665 2.5880 -0.6179
7 C -5.4223 2.0121 -0.4856
8 C -6.4173 2.3273 -1.4035
9 C -6.1535 3.1904 -2.4537
10 C -4.9018 3.7725 -2.5897
11 C -3.9107 3.4742 -1.6672
12 S -2.3475 4.2697 -1.7881
13 O -2.1722 5.0173 -0.5544
14 O -2.3201 4.9956 -3.0173
15 O -1.3675 3.1233 -1.7938
16 H -1.6087 3.8640 0.5387
17 H -5.6057 1.3351 0.3393
18 H -7.4013 1.8883 -1.2999
19 H -6.9299 3.4174 -3.1726
20 H -4.6743 4.4614 -3.3913
21 C -0.1198 -4.3956 -2.3691
22 N 0.6762 -3.2216 -2.0323
23 C 0.6017 -2.3594 -1.0083
24 N 1.4672 -1.3827 -1.1617
25 C 2.0698 -1.7064 -2.3344
26 N 1.6287 -2.8098 -2.8966
27 C -1.1905 -4.6754 -1.3481
28 C -2.5234 -4.7867 -1.7257
29 C -3.5089 -5.0354 -0.7773
30 C -3.1838 -5.1231 0.5656
31 C -1.8536 -4.9898 0.9502
32 C -0.8632 -4.8116 -0.0073
33 C -1.4764 -4.9526 2.3620
34 N -2.0874 -5.3939 3.4027
35 N -1.3073 -5.0279 4.4984
36 C -0.2953 -4.3906 4.0248
37 O -0.3234 -4.3055 2.6748
38 C 0.8113 -3.7576 4.7399
39 C 0.9526 -3.9643 6.1102
40 C 1.9920 -3.3551 6.7867
41 C 2.8830 -2.5341 6.1058
42 C 2.7412 -2.3220 4.7422
43 C 3.7125 -1.4258 4.0185
44 N 3.0596 -0.3099 3.3428
45 C 3.2570 0.1611 2.1111
46 N 2.5049 1.2291 1.9154
47 C 1.8438 1.3637 3.0992
48 N 2.1579 0.4587 3.9920
49 C 1.7028 -2.9383 4.0587
50 H 0.5665 -5.2399 -2.4609
51 H -0.5695 -4.2203 -3.3457
52 H -0.1000 -2.4484 -0.1994
53 H 2.8327 -1.1055 -2.7991
54 H -2.7940 -4.6688 -2.7678
55 H -4.5415 -5.1251 -1.0869
56 H -3.9444 -5.2632 1.3217
57 H 0.1699 -4.7392 0.3070
58 H 0.2418 -4.5982 6.6227
59 H 2.1067 -3.5093 7.8512
60 H 3.6855 -2.0447 6.6442
61 H 4.2626 -1.9719 3.2510
62 H 4.4337 -1.0180 4.7274
63 H 3.9068 -0.2980 1.3827
64 H 1.0906 2.1146 3.2812
65 H 1.5707 -2.7661 2.9970
66 C -0.0911 1.4833 -4.1386
67 C -0.9002 0.4895 -3.3669
68 C -1.6501 -0.4887 -3.9463
69 C -2.2781 -1.2295 -2.9090
70 C -1.9080 -0.6721 -1.7221
71 C -2.3339 -1.1855 -0.3794
72 N -1.0437 0.4108 -1.9721
73 H -0.3503 1.3661 -5.1905
74 H 0.9801 1.3047 -4.0476
75 H -0.3103 2.5104 -3.8554
76 H -1.7310 -0.6528 -5.0095
77 H -2.9383 -2.0774 -3.0139
78 H -3.3265 -0.8245 -0.0935
79 H -1.6527 -0.9272 0.4273
80 H -2.4079 -2.2749 -0.4313
81 F 5.7566 4.5123 -3.0674
82 C 4.6817 3.8037 -2.7265
83 C 4.8131 2.5116 -2.2510
84 F 6.0246 1.9741 -2.1057
85 C 3.6877 1.7809 -1.9015
86 F 3.8719 0.5678 -1.3725
87 C 2.3896 2.2912 -2.0242
88 O 1.3647 1.5449 -1.6707
89 C 2.2930 3.6046 -2.5106
90 F 1.1017 4.1793 -2.6322
91 C 3.4111 4.3464 -2.8522
92 F 3.2716 5.5896 -3.3017
93 N 3.4275 3.5939 0.7986
94 C 2.5232 4.7635 1.0085
95 C 1.0567 4.3889 0.7718
96 O 0.2042 5.1108 1.2112
97 O 0.9465 3.3108 0.0499
98 H 3.7396 3.5288 -0.1712
99 H 2.9378 2.6750 1.0478
100 H 4.2488 3.6525 1.3969
101 H 2.7810 5.5471 0.2971
102 H 2.6517 5.1501 2.0147

---

Q: Which value of total charge does entry 1 give?
A: -2